ORCA calculation (wB97M-V/def2-TZVPD) on a molecular structure, C49H52LuN8P.

CARTESIAN COORDINATES (ANGSTROEM)
Lu (-0.10126, -0.94987, -0.43525)
C (0.12538, -3.53066, -1.98927)
N (1.17836, -2.47328, -1.78584)
C (1.66155, -1.88913, -3.01932)
C (0.59651, -0.95570, -3.68026)
C (0.25486, -1.07824, -5.03277)
C (-0.57679, -0.09638, -5.55017)
C (-1.12961, 0.86773, -4.78928)
C (-0.75856, 0.87157, -3.47662)
N (0.12654, -0.00236, -2.91103)
C (2.37460, -2.97209, -1.07054)
C (2.08867, -3.38510, 0.34928)
C (2.78012, -4.45325, 0.89297)
C (2.33863, -4.84506, 2.19756)
C (1.35789, -4.19330, 2.86203)
C (0.75974, -3.13203, 2.20735)
N (1.03328, -2.79118, 0.99285)
C (-1.33375, -3.09031, -2.35063)
C (-2.30082, -3.96383, -2.85211)
C (-3.54458, -3.47121, -3.16495)
C (-3.81220, -2.13861, -3.03741)
C (-2.87015, -1.36801, -2.37277)
N (-1.64937, -1.84624, -2.02522)
H (0.08120, -4.22492, -1.16063)
H (0.45335, -4.16720, -2.84224)
H (2.07720, -2.76323, -3.66238)
H (2.55465, -1.30648, -2.74952)
H (0.83717, -1.73652, -5.70338)
H (-0.86337, -0.15055, -6.55740)
H (-1.93810, 1.52902, -5.20517)
H (-1.12960, 1.62262, -2.80388)
H (3.16123, -2.21086, -1.03680)
H (2.75972, -3.80856, -1.58758)
H (3.50168, -4.97569, 0.32714)
H (2.83663, -5.68027, 2.69482)
H (0.89346, -4.44961, 3.81114)
H (-0.00621, -2.58714, 2.73145)
H (-2.06784, -5.04221, -2.96638)
H (-4.34488, -4.20830, -3.48175)
H (-4.69681, -1.71384, -3.47979)
H (-3.00320, -0.37126, -2.06466)
N (-8.51878, 5.11782, 2.81938)
C (-7.70735, 4.72973, 2.12386)
C (-6.48222, 4.19762, 1.52543)
C (-6.44098, 3.80940, 0.20245)
C (-5.23431, 3.32967, -0.33175)
C (-4.16398, 3.23393, 0.45286)
C (-4.13436, 3.71916, 1.77266)
C (-5.29668, 4.21767, 2.31062)
N (-2.94341, 2.57856, -0.07473)
C (-1.85566, 3.31826, -0.38964)
C (-0.81491, 2.43318, -0.50496)
N (-1.30780, 1.17970, -0.22686)
C (-2.57456, 1.29003, 0.04397)
H (-7.30595, 3.90695, -0.40933)
H (-5.24212, 2.90508, -1.32403)
H (-3.22992, 3.75149, 2.36850)
H (-5.30725, 4.55089, 3.29996)
H (-1.88029, 4.31377, -0.69891)
H (0.22449, 2.61248, -0.75467)
H (-3.12406, 0.43562, 0.34833)
N (-5.05287, -3.69665, 4.82116)
C (-4.39839, -3.29524, 3.96084)
C (-3.42889, -2.74312, 3.02936)
C (-2.74338, -1.52220, 3.25824)
C (-1.94436, -1.07707, 2.25759)
C (-1.74177, -1.75278, 1.05971)
C (-2.41958, -2.98137, 0.84564)
C (-3.18509, -3.48483, 1.87228)
H (-2.85033, -1.00227, 4.17544)
H (-1.36773, -0.16530, 2.50723)
H (-2.38499, -3.44922, -0.14366)
H (-3.77442, -4.45547, 1.77093)
C (0.80420, 2.48781, 2.31798)
C (2.04010, 1.48358, 2.50158)
C (1.55069, 0.24429, 3.28023)
C (3.06412, 2.27836, 3.38110)
P (2.60211, 0.80555, 0.87967)
C (2.59855, 2.08684, -0.39543)
C (2.57529, 3.50388, -0.29438)
C (2.52874, 4.34826, -1.42905)
C (2.47139, 3.73041, -2.68204)
C (2.23365, 2.36360, -2.82378)
C (2.37027, 1.53937, -1.68751)
C (4.50320, 0.50004, 0.96088)
C (5.31609, 1.83577, 0.91330)
C (4.96583, -0.33656, 2.21066)
C (4.78136, -0.37030, -0.28007)
H (0.35772, 2.76285, 3.32164)
H (0.08534, 2.01516, 1.67760)
H (1.17132, 3.36783, 1.84168)
H (0.94962, 0.57074, 4.12137)
H (2.39762, -0.34432, 3.67944)
H (1.00362, -0.45219, 2.65860)
H (2.54952, 2.54869, 4.30693)
H (3.33339, 3.23664, 2.87992)
H (3.94281, 1.79739, 3.63933)
H (2.60637, 3.88357, 0.70869)
H (2.60767, 5.43550, -1.33412)
H (2.53743, 4.34169, -3.54981)
H (2.04176, 1.92616, -3.78639)
H (2.28677, 0.47110, -1.78164)
H (5.33125, 2.46317, 1.83757)
H (4.97900, 2.46867, 0.09687)
H (6.41247, 1.55826, 0.87691)
H (4.83373, 0.21701, 3.17105)
H (6.04359, -0.49768, 2.14221)
H (4.37439, -1.29644, 2.28566)
H (4.41939, 0.02568, -1.24474)
H (4.38162, -1.38944, -0.12303)
H (5.87458, -0.48486, -0.46831)

The calculation puts the HOMO-LUMO gap at 0.29901 hartree. The total charge is +2. Its spin multiplicity is 1. The value obtained for the energy above the lowest of the compared OMol25 structures with the same formula, charge and spin is 26.5 kcal/mol.